Record 1
A 12-piece molecular cluster, C56H132N8O12 overall at a distorted geometry. Source: the OMol25 dataset; level of theory: ωB97M-V with the def2-TZVPD basis set.

The geometry in ORCA input format:
```
! RIJCOSX wB97M-V def2-TZVPD def2/J DEFGRID3
* xyz 0 1
C 5.45 -2.62 -1.53
C 4.38 -2.10 -2.51
C 3.66 -0.97 -1.81
C 5.07 -1.65 -3.77
C 5.58 -2.80 -4.64
C 4.43 -3.69 -4.98
C 3.72 -4.23 -3.72
C 2.38 -4.86 -4.05
C 4.60 -5.35 -3.09
N 3.34 -3.10 -2.84
O 2.96 -3.71 -1.60
H 5.96 -1.78 -1.04
H 4.97 -3.13 -0.68
H 6.19 -3.30 -1.92
H 2.73 -0.66 -2.30
H 3.45 -1.25 -0.78
H 4.19 -0.02 -1.77
H 4.43 -0.96 -4.34
H 5.84 -0.92 -3.55
H 5.96 -2.40 -5.56
H 6.47 -3.28 -4.14
H 4.76 -4.54 -5.54
H 3.68 -3.08 -5.52
H 1.92 -5.19 -3.13
H 2.46 -5.72 -4.79
H 1.76 -4.06 -4.42
H 4.79 -6.17 -3.81
H 4.13 -5.84 -2.21
H 5.60 -5.04 -2.75
H 1.99 -3.75 -1.73
C -4.21 -1.32 0.21
C -3.95 -2.35 1.32
C -5.19 -3.17 1.58
C -2.89 -3.27 0.82
C -2.09 -3.92 1.92
C -1.50 -2.89 2.87
C -2.60 -2.12 3.52
C -3.33 -2.90 4.62
C -1.95 -0.94 4.26
N -3.41 -1.54 2.44
O -4.58 -0.98 3.05
H -3.36 -0.61 0.05
H -4.23 -1.84 -0.72
H -5.09 -0.84 0.62
H -5.12 -4.09 2.21
H -5.95 -2.61 2.05
H -5.46 -3.45 0.54
H -3.42 -3.99 0.17
H -2.16 -2.78 0.13
H -2.63 -4.71 2.49
H -1.25 -4.46 1.48
H -0.88 -2.28 2.23
H -0.96 -3.44 3.63
H -3.95 -2.21 5.15
H -2.61 -3.28 5.34
H -3.94 -3.78 4.34
H -2.68 -0.23 4.61
H -1.21 -0.36 3.67
H -1.40 -1.26 5.15
H -4.40 -0.06 2.92
C 4.47 6.15 0.99
C 4.12 4.69 0.94
C 5.44 3.92 0.54
C 3.63 4.21 2.32
C 3.01 2.85 2.21
C 1.76 2.92 1.32
C 2.15 3.40 -0.09
C 2.82 2.30 -0.88
C 0.90 3.78 -0.89
N 2.92 4.66 0.07
O 3.34 5.01 -1.27
H 4.73 6.53 -0.01
H 3.64 6.78 1.29
H 5.31 6.39 1.65
H 5.83 4.25 -0.42
H 6.13 3.96 1.35
H 5.24 2.83 0.42
H 4.43 4.22 3.07
H 2.87 4.95 2.61
H 3.66 2.04 1.85
H 2.75 2.51 3.21
H 1.08 3.65 1.77
H 1.25 1.98 1.24
H 3.67 1.85 -0.39
H 3.12 2.71 -1.83
H 2.10 1.49 -1.06
H 0.08 3.07 -0.80
H 1.09 3.85 -1.95
H 0.48 4.72 -0.51
H 2.69 5.61 -1.69
C -4.43 2.71 5.15
C -5.01 3.21 3.84
C -6.31 2.31 3.57
C -5.42 4.69 4.04
C -5.63 5.44 2.69
C -4.51 5.27 1.75
C -4.18 3.79 1.45
C -5.36 3.25 0.60
C -2.93 3.59 0.58
N -4.00 3.11 2.77
O -3.71 1.74 2.43
H -4.44 1.62 5.13
H -4.99 2.91 6.05
H -3.35 2.89 5.29
H -7.00 2.42 4.42
H -6.08 1.26 3.51
H -6.87 2.59 2.70
H -6.34 4.70 4.64
H -4.66 5.21 4.57
H -5.78 6.50 2.84
H -6.54 5.17 2.19
H -3.59 5.66 2.12
H -4.75 5.77 0.83
H -5.32 3.73 -0.40
H -5.32 2.17 0.50
H -6.28 3.43 1.14
H -3.03 2.60 0.16
H -2.91 4.36 -0.22
H -2.02 3.60 1.20
H -2.88 1.60 2.88
N -1.67 -3.14 -2.60
C -1.10 -4.15 -2.00
N -1.70 -5.24 -2.41
O -0.11 -4.09 -1.26
H -2.51 -3.29 -3.11
H -1.42 -2.21 -2.32
H -1.24 -6.11 -2.21
H -2.32 -5.15 -3.18
N -0.62 0.36 0.53
C -0.41 -0.66 -0.29
N 0.40 -1.60 0.20
O -0.92 -0.72 -1.41
H -0.36 0.23 1.49
H -1.27 1.04 0.22
H 0.37 -2.52 -0.24
H 0.94 -1.36 1.02
C 0.27 -1.69 -5.51
C 1.36 -0.91 -4.87
C 2.23 -0.20 -5.88
O 0.75 0.08 -4.05
H -0.45 -1.00 -5.92
H -0.35 -2.35 -4.87
H 0.48 -2.28 -6.40
H 2.03 -1.58 -4.30
H 1.64 0.36 -6.59
H 2.91 -0.89 -6.42
H 2.86 0.54 -5.40
H 0.27 -0.33 -3.32
C 1.46 -6.73 1.74
C 1.22 -6.50 0.26
C 2.06 -7.31 -0.68
O -0.13 -6.89 -0.01
H 2.44 -6.49 2.10
H 1.27 -7.73 2.12
H 0.75 -6.13 2.30
H 1.34 -5.44 0.07
H 1.71 -8.32 -0.53
H 3.14 -7.22 -0.64
H 1.69 -7.04 -1.68
H -0.62 -6.05 0.15
C 3.11 -1.94 4.26
C 2.85 -0.79 3.37
C 3.49 -0.86 2.02
O 1.43 -0.67 3.17
H 2.57 -2.83 3.92
H 2.82 -1.73 5.29
H 4.19 -2.10 4.29
H 3.23 0.13 3.86
H 3.10 -1.70 1.44
H 4.58 -1.00 2.10
H 3.27 0.06 1.47
H 1.06 -0.37 3.98
C 0.06 2.62 4.22
C 0.69 2.38 5.57
C -0.07 2.96 6.79
O 0.50 0.79 5.57
H -0.09 3.65 3.91
H -0.89 2.13 4.25
H 0.76 2.24 3.51
H 1.74 2.51 5.53
H -1.10 2.59 6.65
H -0.12 4.06 6.71
H 0.44 2.68 7.72
H -0.01 0.54 6.36
C -3.12 0.11 -3.66
C -3.17 1.54 -3.32
C -4.60 2.02 -3.20
O -2.43 1.79 -2.10
H -3.87 -0.24 -4.38
H -3.47 -0.47 -2.76
H -2.10 -0.23 -3.89
H -2.73 2.14 -4.11
H -4.68 3.10 -2.95
H -5.21 1.45 -2.50
H -5.17 1.87 -4.11
H -2.12 0.91 -1.90
C 1.85 3.54 -5.38
C 0.45 3.56 -4.88
C -0.45 4.62 -5.49
O -0.25 2.29 -5.10
H 2.53 2.85 -4.82
H 2.36 4.51 -5.42
H 1.94 3.17 -6.39
H 0.38 3.79 -3.80
H -0.37 4.64 -6.59
H -0.14 5.60 -5.14
H -1.47 4.41 -5.15
H 0.34 1.61 -4.71
*
```

Structure (SMILES): CC1(C)CCCC(C)(C)N1O.CC1(C)CCCC(C)(C)N1O.CC1(C)CCCC(C)(C)N1O.CC1(C)CCCC(C)(C)N1O.NC(N)=O.NC(N)=O.CC(C)O.CC(C)O.CC(C)O.CC(C)O.CC(C)O.CC(C)O
Energy: -96701.3519 eV
Orbital gap: 8.98 eV
E_HOMO: -8.54 eV



Record 2
A 14-piece molecular cluster, C56H148N8O20 overall at a distorted geometry. Source: the OMol25 dataset; level of theory: ωB97M-V with the def2-TZVPD basis set.

The geometry in ORCA input format:
```
! RIJCOSX wB97M-V def2-TZVPD def2/J DEFGRID3
* xyz 0 1
C 3.00 8.97 -3.16
C 3.83 9.06 -4.47
C 3.50 7.96 -5.51
O 4.20 8.32 -6.74
C 5.60 8.03 -6.93
N 3.62 10.41 -5.04
H 3.17 7.99 -2.73
H 1.92 9.16 -3.23
H 3.32 9.61 -2.35
H 4.88 8.96 -4.20
H 2.41 7.93 -5.60
H 3.77 7.00 -5.09
H 6.13 8.80 -6.36
H 5.94 8.21 -7.95
H 5.93 7.06 -6.56
H 4.41 11.00 -4.84
H 3.53 10.28 -6.03
C 12.00 1.74 -16.54
C 11.22 2.99 -16.20
C 10.55 2.90 -14.80
O 9.88 4.08 -14.50
C 9.11 4.05 -13.29
N 12.17 4.08 -16.14
H 12.74 1.32 -15.85
H 12.58 1.96 -17.44
H 11.32 0.91 -16.73
H 10.40 3.15 -16.90
H 11.34 2.78 -14.05
H 9.83 2.08 -14.83
H 8.46 3.18 -13.20
H 8.53 4.97 -13.28
H 9.76 4.04 -12.41
H 11.65 4.87 -15.80
H 12.80 3.92 -15.37
C 2.31 9.36 -12.73
C 2.35 7.85 -12.34
O 1.80 7.65 -11.06
H 2.90 9.94 -12.03
H 1.26 9.66 -12.74
H 2.78 9.63 -13.68
H 3.32 7.37 -12.42
H 1.70 7.41 -13.09
H 2.51 7.85 -10.45
C 17.42 7.45 -17.60
C 18.32 8.11 -16.50
O 18.36 9.55 -16.50
H 17.72 7.78 -18.60
H 16.38 7.71 -17.40
H 17.41 6.36 -17.66
H 19.35 7.79 -16.64
H 18.06 7.75 -15.50
H 18.55 9.89 -15.63
C 17.50 2.22 -13.57
C 16.67 2.89 -12.41
O 16.10 4.09 -12.76
H 18.00 1.29 -13.28
H 18.26 2.92 -13.92
H 16.84 2.03 -14.41
H 17.31 3.00 -11.53
H 15.84 2.26 -12.09
H 15.93 4.65 -12.00
C 10.65 -5.19 -15.97
C 9.66 -4.57 -15.05
O 10.35 -3.48 -14.49
H 10.32 -6.08 -16.50
H 11.53 -5.45 -15.38
H 10.94 -4.44 -16.71
H 9.55 -5.32 -14.27
H 8.71 -4.28 -15.51
H 9.79 -3.06 -13.84
C 10.57 5.81 -22.84
C 11.39 6.46 -21.73
O 12.43 5.56 -21.43
H 10.16 4.83 -22.60
H 11.03 5.64 -23.81
H 9.76 6.51 -23.04
H 10.82 6.55 -20.81
H 11.69 7.50 -21.88
H 12.58 5.67 -20.49
C 12.26 8.74 -11.26
C 13.49 9.24 -10.48
O 14.01 8.15 -9.78
H 11.52 8.36 -10.55
H 12.56 7.92 -11.91
H 11.72 9.56 -11.75
H 13.34 10.02 -9.73
H 14.18 9.68 -11.20
H 13.43 8.04 -9.02
C -6.15 1.69 -7.37
O -5.55 1.88 -8.65
C -4.50 2.84 -8.70
C -3.06 2.22 -8.67
N -2.74 1.78 -7.32
C -1.37 1.27 -7.27
C -0.34 2.43 -7.37
O 0.94 2.10 -6.80
C 1.77 1.41 -7.68
H -6.82 0.83 -7.36
H -6.68 2.58 -7.04
H -5.41 1.51 -6.59
H -4.65 3.63 -7.97
H -4.61 3.27 -9.70
H -2.27 2.92 -8.93
H -3.07 1.45 -9.45
H -3.38 1.02 -7.09
H -1.18 0.50 -8.02
H -1.20 0.71 -6.36
H -0.68 3.22 -6.70
H -0.29 2.77 -8.40
H 1.20 0.61 -8.16
H 2.55 0.95 -7.07
H 2.12 2.04 -8.50
C 12.62 -0.70 -23.32
O 13.45 -0.10 -24.26
C 14.36 0.90 -23.73
C 15.02 1.75 -24.85
N 15.65 3.00 -24.30
C 15.86 3.93 -25.35
C 16.73 5.12 -24.87
O 17.05 5.91 -25.96
C 17.89 7.03 -25.62
H 13.25 -1.33 -22.69
H 11.93 -1.40 -23.81
H 11.97 -0.06 -22.72
H 15.12 0.45 -23.09
H 13.81 1.50 -23.00
H 14.19 1.94 -25.54
H 15.70 1.06 -25.36
H 15.06 3.43 -23.59
H 14.90 4.30 -25.71
H 16.33 3.47 -26.21
H 17.66 4.70 -24.47
H 16.13 5.57 -24.08
H 17.72 7.94 -26.20
H 18.89 6.66 -25.82
H 17.76 7.45 -24.62
C 17.52 -7.21 -4.94
O 17.37 -6.12 -5.82
C 16.01 -5.82 -6.08
C 15.96 -4.60 -6.99
N 15.80 -4.94 -8.42
C 15.81 -3.67 -9.23
C 15.62 -3.88 -10.70
O 16.70 -4.53 -11.41
C 16.60 -4.41 -12.82
H 18.59 -7.28 -4.75
H 17.32 -8.17 -5.41
H 16.96 -7.05 -4.02
H 15.47 -5.69 -5.15
H 15.48 -6.67 -6.50
H 16.81 -3.94 -6.82
H 15.07 -4.04 -6.70
H 16.54 -5.57 -8.68
H 16.70 -3.08 -9.03
H 14.94 -3.09 -8.92
H 15.24 -2.99 -11.20
H 14.81 -4.59 -10.89
H 15.80 -5.06 -13.16
H 17.53 -4.72 -13.30
H 16.37 -3.41 -13.19
C 1.63 -7.31 -21.40
O 2.42 -6.23 -21.88
C 1.76 -5.47 -22.86
C 2.68 -4.51 -23.60
N 3.06 -3.38 -22.78
C 4.03 -2.51 -23.52
C 4.39 -1.37 -22.60
O 5.18 -1.84 -21.51
C 5.74 -0.73 -20.67
H 2.14 -7.97 -20.68
H 1.39 -8.01 -22.20
H 0.72 -6.99 -20.90
H 0.91 -4.95 -22.42
H 1.28 -6.10 -23.62
H 2.23 -4.03 -24.47
H 3.53 -5.09 -23.94
H 3.44 -3.64 -21.88
H 3.57 -2.07 -24.41
H 4.89 -3.11 -23.80
H 3.45 -0.92 -22.28
H 4.94 -0.59 -23.13
H 5.09 -0.05 -20.12
H 6.41 -0.11 -21.27
H 6.34 -1.11 -19.85
C 9.58 1.91 -8.68
O 8.67 0.95 -9.25
C 9.34 -0.31 -9.50
C 8.24 -1.28 -9.87
N 7.63 -0.83 -11.12
C 6.33 -1.50 -11.42
C 5.60 -0.84 -12.56
O 5.32 0.55 -12.28
C 4.70 1.20 -13.40
H 10.52 1.99 -9.24
H 9.79 1.63 -7.65
H 9.10 2.88 -8.55
H 9.83 -0.77 -8.64
H 10.05 -0.16 -10.32
H 7.57 -1.42 -9.02
H 8.71 -2.25 -10.06
H 7.49 0.17 -11.06
H 5.70 -1.63 -10.54
H 6.52 -2.52 -11.74
H 4.64 -1.35 -12.62
H 6.00 -1.04 -13.55
H 3.89 0.57 -13.77
H 5.51 1.37 -14.11
H 4.31 2.13 -12.98
C 3.99 15.44 -15.26
O 5.40 15.27 -15.31
C 5.92 15.73 -16.55
C 7.20 14.99 -17.02
N 6.92 13.77 -17.77
C 6.42 12.71 -16.84
C 6.38 11.45 -17.72
O 5.78 10.41 -17.03
C 5.96 9.13 -17.64
H 3.71 16.49 -15.18
H 3.72 14.95 -14.32
H 3.43 15.11 -16.14
H 6.09 16.81 -16.57
H 5.22 15.64 -17.38
H 7.93 14.80 -16.23
H 7.82 15.58 -17.69
H 7.80 13.46 -18.15
H 5.48 13.07 -16.42
H 7.13 12.52 -16.03
H 7.37 11.27 -18.13
H 5.73 11.62 -18.58
H 6.90 8.61 -17.44
H 5.77 9.14 -18.71
H 5.23 8.45 -17.19
*
```

Energy: -113326.5579 eV
ΔE to the lowest compared entry with this formula, charge and spin: 492.4 kJ/mol
Orbital gap: 8.73 eV
E_HOMO: -8.71 eV